ORCA calculation (ωB97M-V/def2-TZVPD) on a molecular structure, C17H34O2P2Sr.

The geometry in XYZ format:
```
56
Properties=species:S:1:pos:R:3:forces:R:3
P -2.7829 -0.5488 -0.9931 3.3 0.5 2.8
P 0.1916 -3.2162 1.3202 -0.7 1.0 -0.1
C -1.7664 -2.0378 -0.6176 0.2 0.0 0.3
C -1.6102 -2.6080 0.8621 0.1 -1.5 -0.4
H -0.7619 -1.9077 -1.0689 -0.4 0.3 -0.1
H -2.1988 -2.8568 -1.1921 0.0 -0.6 -0.1
H -1.9836 -1.9244 1.6527 0.1 0.1 0.2
H -2.2975 -3.4447 0.9678 0.4 0.4 -0.3
C 0.6507 -4.5887 0.2453 0.5 -0.5 -0.8
H 1.6587 -4.3937 -0.1542 -0.4 0.1 0.0
H -0.0593 -4.6566 -0.5905 0.3 -0.2 0.2
H 0.7296 -5.5458 0.7816 -0.3 0.3 -0.2
C 0.0300 -3.9257 2.9822 0.1 -0.3 0.6
H -0.1011 -5.0209 2.9794 -0.1 0.4 0.0
H -0.8046 -3.4302 3.4977 0.4 -0.2 0.0
H 0.9625 -3.7043 3.5310 -0.4 0.0 -0.2
C -3.6520 -0.8039 -2.5212 -1.2 -0.1 -1.4
H -3.6073 0.1180 -3.1132 -0.1 -0.2 0.1
H -4.7087 -1.0812 -2.4120 0.2 0.0 0.1
H -3.1592 -1.5983 -3.0924 0.0 0.1 0.1
C -3.8901 -0.0370 0.3101 -1.5 0.1 0.3
H -3.5547 -0.3337 1.3164 0.2 0.1 -0.5
H -4.9119 -0.4306 0.1710 -0.2 0.1 -0.1
H -3.9844 1.0609 0.2851 0.3 -0.3 0.0
Sr -0.3386 -0.4235 1.0870 1.7 1.9 0.9
C -2.8549 -5.2493 1.9816 0.2 -0.7 -0.3
C -2.2584 -5.7405 0.8818 -0.2 -0.5 1.5
C -2.9855 -6.2959 -0.2872 -0.3 -0.3 -0.4
C -4.2175 -5.4801 -0.7785 -0.1 -0.6 -0.4
C -4.1807 -3.9961 -0.5735 -0.8 0.6 -0.2
C -4.5436 -3.3704 0.5623 -0.8 -0.6 -1.3
C -5.1688 -4.1334 1.6896 -0.1 0.3 0.4
C -4.3309 -5.3125 2.2324 -0.3 0.0 0.4
C -1.6815 0.8857 -1.2926 0.1 0.7 -0.5
H -2.2800 -4.8207 2.8018 0.1 -0.3 -0.3
H -1.1889 -5.9385 0.8887 -0.3 0.5 0.0
H -3.3050 -7.3210 -0.0283 0.0 0.2 -0.2
H -2.2891 -6.4097 -1.1296 -0.1 0.1 0.2
H -4.2763 -5.6514 -1.8666 -0.2 -0.1 0.4
H -5.1355 -5.9065 -0.3402 0.2 0.2 -0.1
H -4.0466 -3.4379 -1.5128 0.2 0.0 0.7
H -4.6495 -2.2902 0.6006 0.2 -0.3 -0.1
H -6.1364 -4.5233 1.3274 0.2 0.1 0.1
H -5.4181 -3.4393 2.5063 0.2 -0.2 -0.2
H -4.4679 -5.3122 3.3273 0.0 -0.3 -0.4
H -4.7255 -6.2563 1.8322 0.1 0.2 0.2
H -1.3487 1.5138 -0.4212 -0.6 -0.8 -0.8
H -2.2645 1.5751 -1.9340 0.1 0.1 -0.1
H -0.7803 0.6037 -1.8598 -0.2 0.0 0.1
C 3.2258 2.5653 0.9702 1.8 0.4 0.1
C 2.7718 1.1431 0.7536 -0.9 -0.6 0.0
O 3.5924 0.2248 0.6039 -1.1 0.9 0.1
O 1.4592 1.0278 0.7607 0.9 -0.4 -0.2
H 4.3311 2.5251 1.0178 -0.5 0.2 0.0
H 2.8824 3.0085 1.9111 -0.3 -0.2 -0.3
H 2.9841 3.2395 0.1409 -0.3 -0.3 0.1
```
Forces are in eV/Å.

Properties
DFT total energy = -41682.1116 eV
HOMO-LUMO gap (alpha / beta) = 3.57 / 3.36 eV
Net charge = 0
Strongest force on any atom = 4.33 eV/A
ΔE to the lowest compared entry with this formula, charge and spin = 130.4 kcal per mole
E_HOMO (alpha / beta) = -3.48 / -3.33 eV
Spin multiplicity = 1

Formally, the Löwdin partial charges of the atoms, in units of the elementary charge, are as follows:
1 P 0.74
2 P 0.82
3 C -0.43
4 C -0.54
5 H 0.08
6 H 0.04
7 H -0.02
8 H 0.00
9 C -0.31
10 H 0.04
11 H 0.04
12 H 0.04
13 C -0.31
14 H 0.04
15 H 0.03
16 H 0.04
17 C -0.21
18 H 0.05
19 H 0.06
20 H 0.06
21 C -0.27
22 H 0.01
23 H 0.03
24 H 0.06
25 Sr 0.95
26 C -0.12
27 C -0.14
28 C -0.17
29 C -0.17
30 C -0.13
31 C -0.12
32 C -0.17
33 C -0.17
34 C -0.28
35 H 0.08
36 H 0.07
37 H 0.12
38 H 0.11
39 H 0.11
40 H 0.11
41 H 0.08
42 H 0.06
43 H 0.12
44 H 0.11
45 H 0.12
46 H 0.11
47 H 0.04
48 H 0.04
49 H 0.06
50 C -0.04
51 C -0.71
52 O -0.02
53 O -0.38
54 H 0.08
55 H 0.07
56 H 0.07

ORCA calculation (ωB97M-V/def2-TZVPD) on 5 unconnected molecules or ions with the total composition C17H35Br2NO10.

The geometry in XYZ format:
```
65
Properties=species:S:1:pos:R:3:forces:R:3
C -7.0644 0.3116 2.7793 0.5 1.2 0.8
C -6.5735 0.5132 1.3671 -0.2 0.6 0.2
O -5.4347 -0.3378 1.1886 -0.2 -0.9 0.2
C -4.9060 -0.3745 -0.0247 -0.6 0.7 -0.5
O -5.1326 0.4284 -0.8949 0.1 0.0 -0.1
O -4.1145 -1.4281 -0.1308 0.0 -0.8 0.2
C -3.5513 -1.6760 -1.4035 1.4 1.1 -1.2
H -7.3540 -0.7043 3.0278 -0.1 0.0 -0.2
H -7.8570 1.0224 3.0278 -0.4 -0.3 -0.5
H -6.3097 0.6564 3.4951 0.3 -0.5 -0.1
H -6.2261 1.5238 1.1477 -0.3 0.1 0.3
H -7.4002 0.3217 0.6795 0.4 -0.4 -0.4
H -4.0509 -1.2182 -2.2579 -0.9 -0.3 0.4
H -3.3666 -2.7279 -1.5871 -0.3 -0.2 0.5
H -2.5934 -1.1480 -1.4754 0.2 -0.2 0.4
C 3.5604 -2.0002 3.2955 0.3 -0.6 -0.1
C 3.1658 -0.5431 3.3367 -0.8 0.2 -1.2
O 4.3090 0.2174 3.7233 0.1 -0.1 0.5
C 4.2276 1.3283 4.4546 0.5 0.0 -0.4
O 5.2152 1.9030 4.8129 -0.1 0.3 0.2
O 2.9720 1.7105 4.6766 -0.7 -0.5 -0.3
C 2.7394 2.9798 5.2423 0.8 0.9 0.6
H 4.2287 -2.2305 2.4629 0.1 0.4 0.0
H 2.7230 -2.6829 3.1400 -0.3 0.3 0.2
H 4.0963 -2.3078 4.1942 -0.2 0.1 0.1
H 2.2700 -0.2990 3.9072 0.4 -0.3 0.6
H 2.8788 -0.2052 2.3328 0.3 -0.1 -0.1
H 1.7065 3.0192 5.5737 0.0 -0.1 -0.1
H 2.9604 3.7796 4.5305 -0.2 -0.2 -0.2
H 3.4118 3.1664 6.0844 -0.1 -0.2 0.0
C 0.3400 -3.1420 -2.1225 0.0 0.2 -0.6
C 0.3071 -1.6204 -2.2490 -0.4 -0.3 0.6
O 0.0891 -1.2955 -3.6220 0.4 -0.4 -0.9
C -0.1323 -0.0343 -3.9935 0.5 0.1 1.4
O -0.2447 0.9104 -3.2452 -0.2 -0.1 0.0
O -0.1488 0.0118 -5.2978 -0.2 -0.6 -1.3
C -0.5798 1.2178 -5.9168 0.4 0.7 0.0
H -0.5196 -3.4993 -2.6911 0.0 -0.4 0.2
H 0.3108 -3.4964 -1.0931 -0.3 0.3 0.1
H 1.2396 -3.5999 -2.5354 0.0 0.3 -0.3
H 1.2290 -1.1827 -1.8716 -0.1 0.3 -0.1
H -0.5715 -1.2308 -1.7336 0.4 0.1 0.5
H 0.1950 1.9827 -5.8379 -0.1 0.0 0.4
H -1.5019 1.5605 -5.4565 0.0 0.1 -0.1
H -0.6817 1.0611 -6.9867 -0.3 -0.5 0.1
C -1.3352 1.6576 0.2824 0.0 0.7 -0.6
N -0.1340 0.8770 0.4805 -0.6 0.2 -0.2
C -0.1939 -0.1160 1.5410 -0.9 0.4 -0.5
C 0.9787 1.1163 -0.2407 0.4 -0.3 0.8
O 2.0375 0.5371 -0.0305 0.1 0.0 -0.3
H -1.3402 2.1174 -0.7085 0.2 -0.1 0.0
H -1.4020 2.4889 0.9904 -0.1 -0.2 0.2
H -2.2448 1.0572 0.3204 0.1 -0.2 0.2
H -1.0669 -0.7503 1.3488 0.4 -0.4 -0.3
H 0.7435 -0.6573 1.5537 -0.1 -0.1 0.4
H -0.5115 0.3608 2.4728 0.8 0.1 0.2
H 0.8927 1.9004 -1.0039 -0.3 -0.1 0.0
Br 4.6696 -2.3802 -2.6701 -0.4 0.3 0.0
C 3.8301 -0.6005 -2.7229 0.6 -0.1 0.2
C 4.8627 0.4945 -2.8974 0.1 0.1 -0.1
Br 6.0759 0.2294 -4.4379 -0.6 0.3 0.4
H 3.3462 -0.4734 -1.7559 0.0 0.1 0.0
H 3.0755 -0.5663 -3.5038 0.1 -0.3 -0.2
H 5.5223 0.6276 -2.0462 0.0 -0.3 0.1
H 4.3333 1.4382 -3.0257 0.1 0.0 -0.3
```
Forces are in eV/Å.

Properties
DFT total energy = -180246.7971 eV
HOMO-LUMO gap = 9.99 eV
Net charge = 0
Strongest force on any atom = 2.11 eV/A
ΔE to the lowest compared entry with this formula, charge and spin = 0.0 kcal per mole
E_HOMO = -9.60 eV
Spin multiplicity = 1
Structure (SMILES) = CCOC(=O)OC.CCOC(=O)OC.CCOC(=O)OC.CN(C)C=O.BrCCBr

Formally, the Löwdin partial charges of the atoms, in units of the elementary charge, are as follows:
1 C -0.07
2 C -0.22
3 O 0.04
4 C -0.63
5 O 0.12
6 O 0.02
7 C -0.04
8 H 0.08
9 H 0.08
10 H 0.08
11 H 0.13
12 H 0.13
13 H 0.10
14 H 0.10
15 H 0.07
16 C -0.06
17 C -0.22
18 O 0.05
19 C -0.60
20 O 0.14
21 O -0.02
22 C -0.04
23 H 0.08
24 H 0.08
25 H 0.08
26 H 0.12
27 H 0.10
28 H 0.09
29 H 0.10
30 H 0.10
31 C -0.04
32 C -0.21
33 O 0.03
34 C -0.62
35 O 0.11
36 O 0.02
37 C -0.03
38 H 0.08
39 H 0.08
40 H 0.07
41 H 0.09
42 H 0.09
43 H 0.10
44 H 0.10
45 H 0.09
46 C -0.05
47 N -0.18
48 C -0.02
49 C -0.33
50 O -0.02
51 H 0.09
52 H 0.09
53 H 0.08
54 H 0.09
55 H 0.07
56 H 0.10
57 H 0.14
58 Br 0.58
59 C -0.67
60 C -0.66
61 Br 0.55
62 H 0.02
63 H 0.06
64 H 0.05
65 H 0.06

ORCA calculation (ωB97M-V/def2-TZVPD) on 7 unconnected molecules or ions with the total composition C17H35Cl8NO4.

The geometry in XYZ format:
```
65
Properties=species:S:1:pos:R:3:forces:R:3
C -2.2282 3.4650 2.1932 0.0 -1.7 1.6
N -1.1569 4.3098 1.6285 1.5 0.4 0.2
O -1.4056 5.4953 1.5775 0.2 -0.2 -0.3
O -0.0818 3.7961 1.2645 -1.9 0.5 0.5
H -2.9289 3.3194 1.3647 0.3 -0.6 0.1
H -2.8099 3.9837 2.9922 0.9 0.1 -0.8
H -1.7479 2.5258 2.6849 -0.9 1.5 -1.4
C 2.8033 -2.6972 -1.1654 -0.4 -0.3 0.0
C 2.2739 -4.1522 -1.1964 0.1 1.5 -1.0
C 0.9589 -3.9067 -1.9341 -0.7 -1.4 0.4
O 0.5361 -2.5675 -1.7813 0.5 0.7 0.7
C 1.5184 -1.8651 -1.0114 0.9 1.8 0.2
H 3.2865 -2.4753 -2.1262 -0.2 0.0 0.2
H 3.5430 -2.5868 -0.3910 0.2 0.4 0.4
H 2.0861 -4.5641 -0.2058 0.3 -0.1 -0.1
H 2.9779 -4.7167 -1.8153 -0.3 -0.4 0.5
H 0.2012 -4.5772 -1.5258 -0.3 0.1 0.0
H 0.9978 -4.1102 -2.9865 0.3 -0.1 -0.7
H 1.2310 -1.7115 0.0697 0.0 -0.6 -0.9
H 1.6470 -0.7911 -1.4179 -0.3 -1.7 0.3
C -3.0207 -1.1446 3.0085 -0.4 0.8 0.4
C -1.9037 -0.5162 3.9088 -2.1 1.0 -1.5
C -1.2857 -1.7177 4.4925 1.0 -0.6 0.1
O -1.8144 -2.8664 3.8423 0.7 -0.4 0.5
C -3.1466 -2.5777 3.4788 0.6 0.7 0.5
H -2.7240 -1.1524 1.9624 0.0 0.1 -0.1
H -3.9584 -0.6169 3.1191 -0.3 0.3 -0.2
H -2.3333 0.1668 4.6321 -0.2 -0.1 0.4
H -1.2943 0.1325 3.2982 0.7 -0.2 -0.2
H -1.4640 -1.7236 5.5495 -0.2 -0.4 0.8
H -0.2251 -1.6838 4.3336 0.7 -0.4 0.0
H -3.8244 -2.7225 4.3607 0.2 0.1 -0.9
H -3.3436 -3.1872 2.6209 -0.7 -0.8 -0.1
Cl 0.9239 2.8451 4.7713 -0.6 0.2 0.5
C 2.5076 2.4180 4.1949 1.8 -1.2 0.0
C 2.6378 2.6393 2.6921 0.7 0.0 0.4
Cl 1.9739 1.3531 1.6325 0.1 -0.3 0.5
H 2.7135 1.3594 4.4338 -0.5 0.2 -0.3
H 3.3612 2.8842 4.7743 -1.3 0.3 -0.8
H 3.7022 2.7466 2.4780 -0.2 -0.1 -0.3
H 2.1069 3.5093 2.3702 -0.1 0.7 0.0
Cl 0.8684 1.5421 -3.1633 -0.6 -0.3 -0.2
C 1.6390 2.5684 -1.9783 1.1 2.0 -0.6
C 1.1018 4.0314 -1.9580 -0.3 -0.7 -0.4
Cl 2.3842 4.9913 -1.2075 0.2 0.4 0.3
H 2.6819 2.6609 -2.3194 -0.3 -0.2 0.2
H 1.6620 2.1569 -0.9849 -0.3 -0.3 0.3
H 0.1952 4.1470 -1.3546 0.2 -0.1 -0.1
H 0.9246 4.4568 -2.9672 0.2 -0.5 0.6
Cl 0.5508 -1.8088 -7.6682 -0.1 -0.7 0.2
C -0.0500 -2.4266 -6.0868 0.4 -1.3 0.2
C 0.3431 -1.4603 -5.0286 0.4 1.1 2.1
Cl 2.1343 -1.0572 -4.9199 -0.7 -0.4 -0.3
H 0.1700 -3.5384 -5.8592 0.0 1.9 -0.8
H -1.1126 -2.2721 -6.1202 -0.6 -0.5 -0.2
H 0.1271 -1.8011 -3.9447 -0.1 0.4 -1.9
H -0.1981 -0.5076 -5.2901 0.8 -0.7 0.6
Cl -3.0945 -1.3675 -1.7810 -1.3 -0.7 0.4
C -1.6757 -0.3623 -1.7668 1.0 -1.0 -1.9
C -1.7564 0.8503 -0.9701 -0.2 0.9 2.2
Cl -2.8234 2.0742 -1.7157 0.1 0.2 0.1
H -1.6000 -0.0788 -2.8426 0.7 -0.2 0.9
H -0.8530 -1.0237 -1.4273 -0.4 0.6 -0.4
H -0.7299 1.2400 -0.8792 -0.5 0.2 0.0
H -2.1794 0.6664 0.0611 0.6 0.1 -1.1
```
Forces are in eV/Å.

Properties
DFT total energy = -128052.1205 eV
HOMO-LUMO gap = 9.83 eV
Net charge = 0
Strongest force on any atom = 2.70 eV/A
E_HOMO = -9.92 eV
Spin multiplicity = 1
Structure (SMILES) = C[N+](=O)[O-].C1CCOC1.C1CCOC1.ClCCCl.ClCCCl.ClCCCl.ClCCCl

Formally, the Löwdin partial charges of the atoms, in units of the elementary charge, are as follows:
1 C 0.03
2 N -0.42
3 O 0.08
4 O -0.02
5 H 0.09
6 H 0.11
7 H 0.11
8 C -0.16
9 C -0.14
10 C -0.21
11 O -0.20
12 C -0.21
13 H 0.10
14 H 0.10
15 H 0.11
16 H 0.11
17 H 0.12
18 H 0.10
19 H 0.12
20 H 0.11
21 C -0.15
22 C -0.17
23 C -0.22
24 O -0.13
25 C -0.21
26 H 0.10
27 H 0.10
28 H 0.11
29 H 0.08
30 H 0.11
31 H 0.12
32 H 0.14
33 H 0.11
34 Cl 0.59
35 C -0.70
36 C -0.64
37 Cl 0.56
38 H 0.07
39 H 0.10
40 H 0.08
41 H 0.03
42 Cl 0.63
43 C -0.69
44 C -0.64
45 Cl 0.57
46 H 0.06
47 H 0.00
48 H 0.05
49 H 0.08
50 Cl 0.53
51 C -0.65
52 C -0.67
53 Cl 0.47
54 H 0.11
55 H 0.06
56 H 0.08
57 H 0.07
58 Cl 0.59
59 C -0.77
60 C -0.69
61 Cl 0.55
62 H 0.05
63 H 0.05
64 H 0.05
65 H 0.08

- Which formula does entry 2 have?
  C17H35Br2NO10